{
  "formula": "C24H42O21PS2Tl",
  "method": "ωB97M-V with the def2-TZVPD basis set",
  "symbols": ["Tl", "P", "O", "O", "O", "O", "C", "C", "C", "O", "C", "O", "O", "H", "H", "H", "H", "H", "H", "C", "C", "C", "O", "C", "O", "O", "H", "H", "H", "H", "H", "H", "C", "C", "C", "O", "C", "O", "O", "H", "H", "H", "H", "H", "H", "C", "C", "C", "O", "C", "O", "O", "H", "H", "H", "H", "H", "H", "C", "C", "C", "O", "C", "O", "O", "H", "H", "H", "H", "H", "H", "C", "S", "O", "C", "H", "H", "H", "H", "H", "H", "C", "S", "O", "C", "H", "H", "H", "H", "H", "H"],
  "coordinates": [[-13.1933, -15.0060, -8.8354], [-11.8538, -17.8973, -8.4192], [-10.9694, -16.6550, -8.0106], [-12.2344, -17.3970, -9.8533], [-13.1882, -17.5887, -7.6503], [-11.2852, -19.3601, -8.3167], [-9.5780, -15.1276, -5.5387], [-9.3156, -16.5317, -5.2955], [-8.2840, -17.2516, -6.1721], [-7.2622, -17.4886, -5.2009], [-7.5652, -17.0856, -4.0080], [-6.8964, -17.3363, -2.9964], [-8.7055, -16.5188, -3.9308], [-8.6922, -14.5029, -5.4241], [-10.2834, -14.6655, -4.8481], [-9.9048, -14.8592, -6.5434], [-10.2118, -17.1472, -5.2172], [-7.9430, -16.7569, -7.0816], [-8.8532, -18.0848, -6.5845], [-12.2970, -20.4859, -12.0606], [-11.9736, -21.2196, -10.6944], [-13.1361, -21.4911, -9.8178], [-13.1125, -22.7996, -9.5151], [-12.0313, -23.3599, -10.1017], [-11.7379, -24.5481, -9.8969], [-11.4275, -22.4539, -10.8876], [-13.0915, -20.9519, -12.6435], [-11.4728, -20.5212, -12.7730], [-12.5487, -19.4373, -11.9020], [-11.3323, -20.5699, -10.0988], [-14.0720, -21.0925, -10.2094], [-12.9276, -20.8444, -8.9655], [-15.4316, -21.1698, -7.2990], [-14.1543, -21.5926, -6.6011], [-13.8252, -21.0286, -5.1560], [-13.5045, -22.2364, -4.3472], [-13.6158, -23.3236, -5.1692], [-13.3817, -24.4304, -4.8212], [-14.1701, -22.9554, -6.3358], [-16.4153, -21.4051, -6.8925], [-15.4910, -21.6608, -8.2703], [-15.4588, -20.0809, -7.2576], [-13.3291, -21.2647, -7.2332], [-14.6731, -20.7375, -4.5360], [-13.0152, -20.3112, -5.0240], [-7.3893, -19.2131, -9.2616], [-8.2693, -19.5131, -10.5043], [-9.3756, -18.4668, -10.8907], [-8.6509, -17.6054, -11.7953], [-7.5924, -18.3441, -12.2728], [-6.8163, -18.0466, -13.1388], [-7.5218, -19.5600, -11.6465], [-6.5876, -19.9035, -8.9994], [-8.0573, -19.5233, -8.4582], [-7.2101, -18.1401, -9.1933], [-8.8973, -20.3367, -10.1644], [-9.8202, -17.8750, -10.0906], [-10.1396, -19.0519, -11.4026], [-9.7952, -20.5910, -4.7033], [-10.0061, -21.7407, -5.7204], [-9.7153, -21.4592, -7.1548], [-8.9846, -22.5641, -7.5437], [-8.5770, -23.1211, -6.4228], [-7.6191, -23.9591, -6.4936], [-8.9650, -22.5889, -5.3067], [-10.0647, -20.8503, -3.6795], [-10.5685, -19.8707, -4.9700], [-8.8609, -20.0304, -4.7332], [-11.0208, -22.0839, -5.5186], [-9.0213, -20.6252, -7.2590], [-10.6057, -21.3996, -7.7807], [-15.5825, -18.3562, -10.0700], [-15.8593, -16.7507, -11.0473], [-15.4981, -15.5450, -10.2163], [-14.5793, -16.9338, -12.2798], [-16.4878, -18.4420, -9.4690], [-14.6320, -18.1800, -9.5665], [-15.4781, -19.2278, -10.7161], [-14.8716, -17.5662, -13.1181], [-13.6374, -17.3043, -11.8754], [-14.5547, -16.0400, -12.9032], [-14.2338, -16.3098, -4.6363], [-12.7383, -15.2040, -4.3007], [-12.7765, -14.2642, -5.4495], [-13.5331, -14.5727, -2.7286], [-14.5545, -17.0265, -3.8802], [-13.9993, -16.9224, -5.5069], [-15.0384, -15.6094, -4.8603], [-14.5089, -14.1249, -2.9168], [-12.8468, -13.8126, -2.3552], [-13.6502, -15.4546, -2.0989]],
  "homo_lumo_gap_ev": 3.07,
  "e_homo_ha": -0.3620,
  "largest_force_ev_per_a": 10.376,
  "relative_energy_kcal_mol": 28.8,
  "charge": 0
}


{
  "formula": "C8H11O6P",
  "method": "ωB97M-V with the def2-TZVPD basis set",
  "symbols": ["O", "O", "O", "O", "O", "O", "C", "C", "C", "C", "C", "C", "C", "C", "P", "H", "H", "H", "H", "H", "H", "H", "H", "H", "H", "H"],
  "coordinates": [[-1.3843, 0.1157, 3.3467], [-1.2085, 1.1703, -1.6504], [0.3405, 1.4658, 3.1547], [-0.5206, -1.1087, -0.7912], [0.0963, -0.3663, -3.2580], [1.2284, 0.7902, -1.3195], [-0.4703, 0.4872, 2.7401], [-0.9013, -0.7473, 0.4695], [-0.1905, 0.1242, 1.2678], [-0.1012, -1.7056, -3.5780], [-2.1247, -1.4209, 0.8702], [1.4963, 1.5002, 2.3046], [1.4352, 1.6017, -0.2428], [1.1634, 0.7092, 1.0377], [-0.1863, 0.1422, -1.7143], [0.0750, -1.7534, -4.6767], [-1.1627, -1.9451, -3.3104], [0.6559, -2.3253, -3.0282], [-2.8462, -0.6831, 1.2956], [-1.8997, -2.1696, 1.5789], [-2.6925, -1.8237, -0.0111], [2.2356, 1.0210, 2.8276], [1.8123, 2.5138, 2.1103], [0.7333, 2.4936, -0.3167], [2.4841, 1.9859, -0.1080], [1.9327, -0.0720, 1.0018]],
  "homo_lumo_gap_ev": 10.02,
  "e_homo_ha": -0.3495,
  "largest_force_ev_per_a": 4.001,
  "relative_energy_kcal_mol": 0.0,
  "charge": 0
}


{
  "formula": "C26H48BBr2N4O3",
  "method": "ωB97M-V with the def2-TZVPD basis set",
  "symbols": ["C", "B", "O", "C", "C", "C", "N", "N", "C", "Br", "C", "C", "Br", "C", "H", "H", "H", "H", "H", "H", "H", "H", "H", "H", "H", "H", "C", "C", "C", "C", "C", "C", "N", "O", "C", "C", "C", "H", "H", "H", "H", "H", "H", "H", "H", "H", "H", "H", "H", "H", "H", "H", "H", "H", "H", "C", "C", "C", "C", "C", "C", "N", "O", "C", "C", "C", "H", "H", "H", "H", "H", "H", "H", "H", "H", "H", "H", "H", "H", "H", "H", "H", "H", "H"],
  "coordinates": [[3.3049, -0.0565, 0.3156], [2.3862, 1.1979, 0.1870], [2.7248, 2.2977, -0.5443], [0.9917, 1.1590, 0.9657], [0.7905, 1.7964, 2.1879], [-0.4618, 1.6853, 2.7925], [-1.4666, 1.0008, 2.3106], [-1.2555, 0.4022, 1.1508], [-2.3832, -0.3671, 0.6042], [-3.0828, 0.6217, -0.8930], [-1.9445, -1.8355, 0.3793], [-2.7018, -2.7878, 1.3129], [-2.0687, -2.4810, -1.4430], [-0.1151, 0.4725, 0.4847], [3.6043, -0.2402, 1.3462], [4.1945, 0.0393, -0.2988], [2.7802, -0.9519, -0.0255], [2.7761, 2.0939, -1.4849], [1.5772, 2.3632, 2.6582], [-0.6489, 2.1866, 3.7275], [-3.1599, -0.3292, 1.3521], [-0.8898, -1.9357, 0.6030], [-2.0099, -3.5569, 1.6411], [-3.5058, -3.2777, 0.7787], [-3.0642, -2.2756, 2.1980], [-0.0842, -0.0362, -0.4674], [2.3396, -7.1793, 1.6849], [2.3264, -5.6316, 1.6163], [3.7061, -5.0728, 1.9663], [4.0545, -5.1812, 3.4491], [2.9556, -4.5642, 4.3110], [1.5696, -5.1326, 4.0095], [1.2872, -5.0683, 2.5392], [0.9727, -3.8625, 2.2034], [1.4711, -6.5757, 4.5349], [0.5084, -4.3449, 4.7675], [1.9888, -5.2791, 0.1735], [3.1400, -7.5699, 2.3114], [1.3932, -7.5709, 2.0538], [2.4843, -7.6037, 0.6933], [3.7504, -4.0182, 1.6731], [4.4565, -5.5927, 1.3677], [4.2170, -6.2247, 3.7293], [4.9987, -4.6688, 3.6389], [3.1777, -4.7166, 5.3685], [2.9444, -3.4812, 4.1479], [0.5268, -7.0331, 4.2378], [1.5069, -6.5669, 5.6233], [2.2807, -7.2202, 4.2051], [0.5516, -3.2796, 4.5478], [0.6665, -4.4683, 5.8376], [-0.4929, -4.7060, 4.5272], [1.0015, -5.6482, -0.1089], [2.7232, -5.7385, -0.4859], [2.0191, -4.2054, -0.0093], [-1.9086, 3.4533, -3.3654], [-2.0411, 4.7939, -2.6008], [-3.4991, 5.2547, -2.5765], [-3.9953, 5.7819, -3.9220], [-3.0591, 6.8667, -4.4545], [-1.6004, 6.4162, -4.5241], [-1.1695, 5.8399, -3.2125], [-0.9266, 6.7765, -2.3616], [-1.4247, 5.3987, -5.6658], [-0.7055, 7.5964, -4.8783], [-1.5769, 4.5209, -1.1743], [-2.7289, 3.2679, -4.0579], [-0.9743, 3.4019, -3.9227], [-1.8973, 2.6253, -2.6578], [-3.6104, 6.0482, -1.8314], [-4.1275, 4.4249, -2.2421], [-4.0877, 4.9672, -4.6454], [-4.9985, 6.1927, -3.8020], [-3.3796, 7.1844, -5.4480], [-3.1343, 7.7457, -3.8073], [-0.4145, 4.9872, -5.6652], [-1.5779, 5.8983, -6.6210], [-2.1309, 4.5727, -5.6342], [-0.8244, 8.4247, -4.1836], [-0.9653, 7.9572, -5.8725], [0.3450, 7.3029, -4.8844], [-0.5268, 4.2177, -1.1567], [-2.1788, 3.7128, -0.7561], [-1.6943, 5.3887, -0.5291]],
  "homo_lumo_gap_ev": [5.40, 6.37],
  "multiplicity": 3,
  "e_homo_ha": [-0.3729, -0.4086],
  "largest_force_ev_per_a": 1.890,
  "charge": 1
}


{
  "formula": "C3H4FNO2",
  "method": "ωB97M-V with the def2-TZVPD basis set",
  "symbols": ["C", "C", "C", "N", "O", "O", "F", "H", "H", "H", "H"],
  "coordinates": [[-0.8799, 1.5873, 0.8085], [-1.9652, 1.2174, 0.4949], [0.1864, -0.5222, -1.0827], [0.9220, -1.1439, -0.1909], [0.7519, -2.2862, 0.2335], [1.9422, -0.3506, 0.4566], [-3.0036, 0.8506, -0.1115], [-0.2156, 2.0745, 1.5341], [2.6562, -1.0143, 0.6261], [0.2783, 0.5487, -1.2935], [-0.6727, -0.9612, -1.4752]],
  "homo_lumo_gap_ev": 9.71,
  "e_homo_ha": -0.3334,
  "largest_force_ev_per_a": 2.910,
  "relative_energy_kcal_mol": 162.7,
  "smiles": "C=[N+]([O-])O.C#CF",
  "charge": 0
}


Number 1: total energy -104212.9139 eV. Number 2: total energy -30049.2761 eV. Number 3: total energy -180595.7142 eV. Number 4: total energy -11471.3369 eV.